Entry 1:
The following is a DFT calculation (the ωB97M-V functional and the def2-TZVPD basis) of a structure of composition C22H38AlCl4IMgN3O14PS3.

Calculated total energy (Ha): -6194.94060
HOMO level (eV): -7.640
E_LUMO (eV): -6.8857
Kohn-Sham gap (Ha): 0.0277

```
! wB97M-V def2-TZVPD RIJCOSX def2/J DEFGRID3
* xyz 0 1
N 4.2258 -0.3471 -0.8210
C 3.7800 -1.2970 -0.3551
C 3.1796 -2.4117 0.4521
C 3.5372 -2.3518 1.9681
C 2.5787 -3.2838 2.6900
N 1.9305 -4.0273 3.2791
C 3.4541 -0.9352 2.6166
C 2.2244 -0.0957 2.1920
C 0.9592 -0.3483 3.0754
C -0.3005 0.1178 2.2655
N -1.2486 -0.9933 2.0899
C -1.7670 -1.8504 3.0286
C -2.6762 -2.7261 2.3638
C -2.6782 -2.3890 0.9509
C -1.7524 -1.3122 0.8752
P 5.2559 -3.0449 2.3535
O 5.5668 -2.5858 3.8970
I 6.9802 -1.8761 1.0281
H 2.0770 -2.3981 0.3748
H 3.5029 -3.3815 0.0277
H 4.4036 -0.3877 2.4813
H 3.3630 -1.1021 3.7099
H 1.9342 -0.1954 1.1329
H 2.4986 0.9695 2.3263
H 0.8602 -1.3827 3.4395
H 1.0522 0.3207 3.9554
H -0.8015 0.9583 2.7799
H -0.0736 0.4786 1.2509
H -1.5067 -1.8318 4.0862
H -3.2887 -3.5135 2.8055
H -3.2564 -2.8400 0.1474
H -1.5679 -0.8440 -0.1118
H 5.0481 -3.3293 4.5245
Al 7.5233 -4.5517 1.7736
C -2.4401 -2.8075 -3.3080
S -2.3103 -1.0237 -3.5056
O -2.5051 -0.4107 -2.1567
C -3.8468 -0.8257 -4.4154
H -1.5877 -3.1527 -2.7245
H -3.3644 -3.0560 -2.7840
H -2.4236 -3.2838 -4.2872
H -4.6789 -1.2026 -3.8194
H -3.7800 -1.3670 -5.3589
H -3.9910 0.2342 -4.6161
O -2.1219 1.0835 -6.8310
S -1.1114 2.0932 -6.6814
O -1.3981 3.4797 -6.8949
O 0.1616 1.6841 -7.5471
C -0.0180 1.3864 -8.9488
C -0.1617 2.6477 -9.7789
C -0.3550 1.9166 -5.0963
H -0.8691 0.7187 -9.0927
H 0.8690 0.8457 -9.2643
H -1.0954 3.1654 -9.5534
H -0.1572 2.4045 -10.8417
H 0.6522 3.3426 -9.5680
H -0.0868 0.8734 -4.9488
H -1.0775 2.2284 -4.3437
H 0.5244 2.5546 -5.0542
C -1.8252 -6.4876 -4.5316
Cl -0.8028 -5.1337 -5.0291
Cl -3.5346 -6.0608 -4.6661
Cl -1.4667 -7.9232 -5.4912
H -1.6117 -6.7107 -3.4934
C -0.6867 4.3635 6.7089
C -0.1237 2.9970 6.4953
O 0.1512 2.5588 5.4048
C 0.0953 2.1525 7.7434
H -0.7971 4.8615 5.7486
H -1.6771 4.2898 7.1864
H -0.0160 4.9526 7.3356
H -0.8540 1.9912 8.2589
H 0.8058 2.6603 8.4106
H 0.5082 1.1739 7.4466
O -2.7989 5.7498 7.8335
H -2.9537 6.1690 6.9737
Cl 4.5893 -2.9390 6.2233
O -3.3162 6.4873 10.9630
S -3.9346 7.7890 10.6834
O -4.2323 8.4532 11.9520
O -5.1790 7.6072 9.9322
O -3.0060 8.5915 9.8823
Mg 1.5765 0.5702 9.0998
C 2.7953 -1.3186 -9.9884
O 1.5538 -1.1144 -10.0153
O 3.2336 -1.8480 -8.7939
O 3.6343 -1.1095 -10.8667
H 2.3528 -1.8736 -8.3744
*
```

Entry 2:
The following is a DFT calculation (the ωB97M-V functional and the def2-TZVPD basis) of a cluster of 6 separate species, C36H90N6 in total.

Relative energy (zero: lowest compared OMol25 entry of this formula, charge and spin) (kcal per mole): 3.5
Calculated total energy (Ha): -1753.89101
HOMO level (alpha / beta) (eV): 1.015 / -5.702
Expectation value of S²: 0.7504
E_LUMO (alpha / beta) (eV): 2.3063 / 2.2840
Kohn-Sham gap (alpha / beta) (Ha): 0.0475 / 0.2935

```
! wB97M-V def2-TZVPD RIJCOSX def2/J DEFGRID3
* xyz -1 2
C -24.3386 -11.9489 -27.7539
C -24.9545 -10.6061 -27.4431
N -25.7318 -10.4449 -26.1847
C -26.8640 -11.3361 -25.9184
C -27.7898 -11.0934 -27.1388
C -24.8380 -10.4580 -25.0215
C -23.7833 -9.3376 -25.0165
H -25.1077 -12.7212 -27.7608
H -23.6388 -12.1342 -26.9391
H -23.8459 -11.9636 -28.7261
H -24.2597 -9.7839 -27.6145
H -25.6110 -10.4085 -28.2905
H -26.5162 -12.3691 -25.9093
H -27.2266 -11.0694 -24.9257
H -28.0680 -10.0881 -27.4552
H -27.3954 -11.5620 -28.0405
H -28.7270 -11.6453 -27.0671
H -24.3348 -11.4226 -24.9560
H -25.4672 -10.3537 -24.1375
H -23.1237 -9.3096 -24.1492
H -24.3525 -8.4081 -25.0011
H -23.0799 -9.4406 -25.8428
C -29.7044 -6.0033 -18.6258
C -28.5974 -6.4321 -17.6354
N -28.9827 -7.1683 -16.4635
C -29.7734 -6.5093 -15.4913
C -29.4574 -5.0852 -15.2703
C -29.3922 -8.6059 -16.5962
C -28.6325 -9.4623 -17.6253
H -30.3166 -6.8864 -18.8082
H -29.3844 -5.6631 -19.6106
H -30.2439 -5.1094 -18.3127
H -27.7577 -7.0124 -18.0179
H -28.0025 -5.6150 -17.2274
H -30.8006 -6.6415 -15.8309
H -29.7336 -7.0463 -14.5436
H -30.2434 -4.6960 -14.6232
H -28.5700 -5.1041 -14.6376
H -29.2697 -4.4164 -16.1103
H -30.4508 -8.5177 -16.8405
H -29.4099 -9.0260 -15.5906
H -28.5542 -9.0288 -18.6223
H -29.2326 -10.3571 -17.7902
H -27.5994 -9.7522 -17.4334
C -21.2936 -12.7933 -24.4581
C -20.2088 -12.7614 -25.4879
N -19.0814 -13.5742 -25.0615
C -17.9772 -12.8716 -24.5291
C -18.1907 -11.8459 -23.3831
C -18.6124 -14.7084 -25.9332
C -19.7104 -15.5033 -26.6122
H -21.6023 -13.7921 -24.1496
H -22.1921 -12.3337 -24.8700
H -20.9502 -12.1944 -23.6145
H -20.6648 -13.2021 -26.3744
H -19.8279 -11.7888 -25.7996
H -17.2033 -13.5713 -24.2133
H -17.5097 -12.2832 -25.3186
H -18.9339 -11.0874 -23.6292
H -18.4012 -12.3263 -22.4276
H -17.3347 -11.2047 -23.1730
H -18.0828 -15.3898 -25.2673
H -17.9063 -14.3874 -26.6990
H -20.0453 -15.2030 -27.6050
H -20.5760 -15.4801 -25.9503
H -19.3638 -16.5335 -26.6936
C -25.5244 -0.7508 -15.7297
C -25.6436 -1.9245 -14.7253
N -25.1684 -3.2788 -15.2437
C -23.7885 -3.3718 -15.6758
C -22.7903 -3.4273 -14.5456
C -25.7330 -4.4186 -14.5064
C -25.7599 -5.7796 -15.3540
H -26.2586 0.0236 -15.5077
H -25.6467 -0.9854 -16.7871
H -24.6184 -0.1513 -15.6418
H -25.1862 -1.7964 -13.7442
H -26.7046 -2.0577 -14.5143
H -23.4415 -2.5736 -16.3320
H -23.5992 -4.2809 -16.2466
H -22.9529 -4.3986 -14.0785
H -22.8984 -2.5989 -13.8455
H -21.7687 -3.4095 -14.9250
H -25.3264 -4.5548 -13.5043
H -26.7963 -4.2891 -14.3046
H -24.7095 -6.0427 -15.4782
H -26.4354 -6.5708 -15.0285
H -26.1992 -5.4071 -16.2794
C -21.8738 -4.5828 -25.8642
C -23.0546 -5.0057 -25.0032
N -22.6566 -5.0037 -23.5765
C -21.5741 -5.8360 -23.2058
C -21.1735 -5.6981 -21.7985
C -23.8448 -5.1326 -22.7238
C -24.7075 -6.4507 -22.6500
H -20.9654 -5.1818 -25.7998
H -21.7036 -3.5244 -25.6670
H -21.9976 -4.6320 -26.9460
H -23.8447 -4.2958 -25.2477
H -23.4764 -5.9980 -25.1631
H -21.8717 -6.8762 -23.3390
H -20.7439 -5.6435 -23.8853
H -20.3369 -6.3205 -21.4810
H -20.9798 -4.6629 -21.5174
H -21.9080 -5.9207 -21.0245
H -24.5905 -4.4746 -23.1699
H -23.7934 -4.6451 -21.7502
H -24.3235 -7.2246 -21.9854
H -24.8054 -6.9248 -23.6266
H -25.6706 -6.1121 -22.2679
C -25.9995 -9.3046 -21.1517
C -25.1081 -9.2854 -19.8878
N -23.6836 -8.8628 -20.1377
C -22.9209 -9.9437 -20.6911
C -21.6545 -9.5150 -21.4043
C -22.9900 -8.2339 -18.9996
C -23.5701 -6.9562 -18.4663
H -26.5659 -8.3765 -21.2287
H -26.8456 -9.9326 -20.8728
H -25.6069 -9.6486 -22.1085
H -25.5446 -8.4860 -19.2891
H -25.2825 -10.2720 -19.4587
H -22.5942 -10.6328 -19.9124
H -23.4175 -10.5108 -21.4784
H -21.0711 -10.4040 -21.6442
H -21.8239 -9.0080 -22.3542
H -20.9733 -9.0774 -20.6745
H -22.0059 -8.0106 -19.4116
H -22.7212 -9.0342 -18.3101
H -23.6697 -6.1842 -19.2293
H -22.8924 -6.5035 -17.7426
H -24.6089 -6.9868 -18.1376
*
```

Entry 3:
The following is a DFT calculation (the ωB97M-V functional and the def2-TZVPD basis) of a structure of composition AlClH4OP.

Calculated total energy (Ha): -1121.67874
HOMO level (eV): -3.450
E_LUMO (eV): 3.8112
Kohn-Sham gap (Ha): 0.2668

```
! wB97M-V def2-TZVPD RIJCOSX def2/J DEFGRID3
* xyz -1 1
O -1.8138 -0.9220 -0.2429
P -0.3285 -1.2257 0.5414
Al 1.0068 0.6719 -0.2334
Cl -0.9711 -0.5512 2.4366
H -1.6576 -0.8918 -1.1938
H 2.2201 0.9332 0.8046
H 1.5229 0.0507 -1.6566
H 0.0211 1.9350 -0.4559
*
```

Entry 4:
The following is a DFT calculation (the ωB97M-V functional and the def2-TZVPD basis) of the ion C4H10N with charge +1.

Relative energy (zero: lowest compared OMol25 entry of this formula, charge and spin) (kcal per mole): 55.5
Calculated total energy (Ha): -212.83195
HOMO level (eV): -13.314
E_LUMO (eV): -3.9635
Kohn-Sham gap (Ha): 0.3436

```
! wB97M-V def2-TZVPD RIJCOSX def2/J DEFGRID3
* xyz 1 1
C -0.3034 0.6263 0.7557
C -0.2350 0.3519 -0.7625
C 0.6963 -0.7836 -1.0683
C 1.9982 -0.5243 -1.1993
N -1.5494 -0.0565 1.3786
H 0.5772 0.2339 1.2564
H -0.2414 1.7154 1.0071
H -1.0787 0.4503 -1.4120
H 0.2462 1.2456 -1.2032
H 0.0619 -1.7858 -0.9599
H 2.7236 -1.1461 -1.6551
H 2.5446 0.3228 -0.8024
H -2.4157 0.4146 0.9771
H -1.5013 -1.0647 1.2959
H -1.5230 0.0001 2.3919
*
```

Entry 5:
The following is a DFT calculation (the ωB97M-V functional and the def2-TZVPD basis) of a cluster of 2 separate species, C5H10ClN2 in total.

Relative energy (zero: lowest compared OMol25 entry of this formula, charge and spin) (kcal per mole): 127.2
Calculated total energy (Ha): -765.79506
HOMO level (alpha / beta) (eV): -11.748 / -12.402
E_LUMO (alpha / beta) (eV): -6.7672 / -6.3231
Kohn-Sham gap (alpha / beta) (Ha): 0.1831 / 0.2234

```
! wB97M-V def2-TZVPD RIJCOSX def2/J DEFGRID3
* xyz 1 1
C -1.3938 -0.4927 -0.3601
C 1.8725 -1.0130 0.3572
C 2.2593 0.4339 -0.0211
C 0.8842 -0.0413 -0.0308
C -0.5912 1.7908 -0.3333
N -0.3427 0.3549 -0.1412
N -1.3569 -1.6546 0.2085
Cl -3.9629 0.2596 0.7177
H -2.3131 -0.1454 -0.7157
H 2.3412 -1.7243 -0.4686
H 1.8338 -1.5929 1.2735
H 2.5525 1.3568 0.5379
H 2.7674 0.5054 -1.0378
H -0.4226 2.1890 0.6822
H -0.0183 2.3154 -1.1196
H -1.6653 1.8012 -0.5166
H -0.4595 -1.9176 0.7241
H -1.9847 -2.4253 0.2439
*
```

Entry 6:
The following is a DFT calculation (the ωB97M-V functional and the def2-TZVPD basis) of a cluster of 4 separate species, C28H62N5O7S in total.

Calculated total energy (Ha): -2302.46279
HOMO level (eV): -1.162
E_LUMO (eV): 1.8900
Kohn-Sham gap (Ha): 0.1122

```
! wB97M-V def2-TZVPD RIJCOSX def2/J DEFGRID3
* xyz -1 1
C 0.0431 4.4765 7.7098
C 0.1997 2.9626 7.5274
C 1.2939 2.2734 8.3737
C 2.6993 2.6251 7.8916
C 2.9964 2.1803 6.4667
C 4.4113 2.5304 6.0026
C 4.7540 4.0215 6.0865
C 3.7311 4.9360 5.4108
S 4.0985 5.1736 3.6307
C 2.5645 4.7063 2.9603
N 2.3117 3.7151 2.1741
N 0.9442 3.7590 1.9188
C 0.4912 4.7596 2.5890
O 1.4483 5.4200 3.2568
H -0.6582 4.6783 8.5313
H 1.0055 4.9496 7.9678
H -0.7566 2.4776 7.7611
H 0.3825 2.7237 6.4705
H 1.1489 1.1813 8.4106
H 1.1893 2.6480 9.3971
H 3.4546 2.1827 8.5555
H 2.7884 3.7126 7.9713
H 2.8676 1.0958 6.3813
H 2.2630 2.6160 5.7873
H 4.5778 2.1552 4.9882
H 5.1242 2.0020 6.6470
H 5.7407 4.1796 5.6416
H 4.8128 4.3256 7.1328
H 2.7319 4.5117 5.4759
H 3.6818 5.9203 5.8700
H -0.5366 5.0719 2.6511
C 0.8458 1.9498 -0.7147
O 0.5016 1.3099 -1.9374
C -0.2555 0.1189 -1.7850
C -1.6775 0.3077 -2.2667
N -2.4288 1.1926 -1.3899
C -3.7370 1.5799 -1.9021
C -3.8027 2.3429 -3.2204
O -3.2869 3.6598 -3.1622
C -1.8852 3.7699 -3.3190
H 1.5657 2.7313 -0.9512
H -0.0110 2.4099 -0.2201
H 1.3107 1.2473 -0.0171
H -0.2359 -0.2249 -0.7462
H 0.2158 -0.6518 -2.4038
H -2.1819 -0.6618 -2.2876
H -1.6286 0.6736 -3.3014
H -1.8809 2.0211 -1.1971
H -4.2229 2.1917 -1.1378
H -4.3393 0.6710 -2.0146
H -4.8590 2.4508 -3.4823
H -3.3266 1.7873 -4.0380
H -1.4965 3.0113 -4.0047
H -1.3546 3.6883 -2.3665
H -1.6795 4.7565 -3.7347
C -6.0816 -4.9636 -1.7987
O -5.7231 -5.3156 -3.1194
C -6.7574 -5.1614 -4.0806
C -6.4524 -4.0330 -5.0419
N -6.5128 -2.7413 -4.3764
C -6.0473 -1.6123 -5.1725
C -4.5969 -1.6070 -5.6424
O -3.6530 -1.4590 -4.6007
C -3.2610 -2.6546 -3.9537
H -5.2703 -5.2846 -1.1479
H -6.2191 -3.8837 -1.6769
H -7.0015 -5.4689 -1.4887
H -7.7199 -4.9963 -3.5863
H -6.8217 -6.0952 -4.6463
H -7.1943 -4.0487 -5.8470
H -5.4714 -4.2398 -5.4921
H -5.9788 -2.7836 -3.5180
H -6.2044 -0.7080 -4.5793
H -6.6906 -1.5273 -6.0553
H -4.4686 -0.7337 -6.2875
H -4.3530 -2.4890 -6.2479
H -3.2259 -3.5028 -4.6432
H -3.9201 -2.9020 -3.1163
H -2.2606 -2.4949 -3.5527
C 3.2837 -0.4476 -2.6007
O 4.5388 -0.8807 -2.1087
C 4.5999 -0.9920 -0.6920
C 4.7021 -2.4388 -0.2602
N 3.4728 -3.1637 -0.5461
C 3.5429 -4.6048 -0.3470
C 4.5292 -5.4050 -1.1909
O 4.2054 -5.4666 -2.5677
C 4.6449 -4.3692 -3.3443
H 3.4070 -0.2175 -3.6581
H 2.5177 -1.2249 -2.5025
H 2.9374 0.4508 -2.0870
H 3.7309 -0.5126 -0.2317
H 5.4947 -0.4613 -0.3559
H 4.8879 -2.4716 0.8179
H 5.5799 -2.8711 -0.7617
H 3.1870 -2.9715 -1.4972
H 2.5452 -5.0112 -0.5316
H 3.7703 -4.7927 0.7080
H 4.5020 -6.4378 -0.8337
H 5.5601 -5.0510 -1.0654
H 5.5954 -3.9714 -2.9776
H 3.9110 -3.5589 -3.3684
H 4.7854 -4.7266 -4.3647
*
```